ORCA calculation (wB97M-V/def2-TZVPD) on a molecular structure, C54H47BrInN2O3P2S3Se.

Structure (XYZ):
```
114
Properties=species:S:1:pos:R:3:forces:R:3:lowdin_charge:R:1
In -0.7715 1.0017 -0.9624 0.130 -0.204 0.376 0.48
O 2.7953 -0.5911 -1.4221 -0.097 0.242 0.068 -0.40
S 2.2022 0.4253 -0.5079 -0.085 0.125 0.138 0.94
C 2.7287 -0.0919 1.1315 0.176 0.048 -0.012 -0.33
C 4.1034 -0.2856 1.2064 -0.068 -0.047 0.059 -0.07
C 4.6866 -0.8016 2.3478 0.007 -0.003 -0.010 -0.05
C 3.8689 -1.1405 3.4097 0.020 -0.020 0.007 -0.05
C 2.4963 -0.9683 3.3257 0.014 -0.077 -0.046 -0.09
C 1.8639 -0.4554 2.1854 -0.087 0.136 -0.068 -0.30
P 0.1807 0.2805 2.5156 -0.026 0.129 0.277 1.18
C -0.3562 -0.5541 4.0625 0.059 -0.048 -0.170 -0.38
C -0.9054 0.2382 5.0637 0.042 0.049 -0.006 -0.08
C -1.4714 -0.3416 6.1917 -0.010 -0.036 0.037 -0.07
C -1.4916 -1.7209 6.3270 0.003 0.047 -0.018 -0.07
C -0.9393 -2.5225 5.3350 0.023 0.008 -0.015 -0.07
C -0.3778 -1.9433 4.2087 -0.027 -0.031 0.065 -0.13
C -1.4505 -0.0826 1.6602 0.111 0.280 -0.040 -0.37
C -2.3022 -1.3328 1.6697 -0.331 0.122 0.006 -0.45
C -3.7101 -1.0070 2.0947 0.174 -0.122 0.154 -0.11
C -4.2851 0.1597 1.8594 -0.122 0.051 -0.003 -0.05
C -3.5116 1.3623 1.4178 0.162 0.008 -0.066 -0.32
C -2.0438 1.1303 1.5511 -0.120 -0.187 -0.202 -0.20
C 3.0301 1.9571 -0.9212 0.058 0.011 -0.071 -0.36
C 4.2656 1.8683 -1.5476 0.035 0.105 0.101 -0.06
C 4.8389 3.0003 -2.1007 0.036 -0.028 -0.016 -0.04
C 4.1550 4.2061 -2.0701 -0.009 0.009 0.001 -0.04
C 2.8960 4.2843 -1.4961 0.029 -0.018 0.021 -0.06
C 2.3091 3.1625 -0.9133 0.009 -0.210 -0.022 -0.34
P 0.6211 3.2688 -0.2147 0.052 -0.047 -0.254 1.08
C 0.9019 3.6155 1.5396 -0.119 -0.050 0.014 -0.38
C -0.1411 4.1777 2.2782 -0.054 -0.093 -0.008 -0.11
C 0.0099 4.3855 3.6369 0.059 -0.035 0.052 -0.06
C 1.2008 4.0361 4.2649 -0.017 0.025 -0.017 -0.06
C 2.2475 3.5066 3.5268 -0.010 0.014 -0.026 -0.06
C 2.1041 3.3027 2.1617 -0.004 -0.092 0.058 -0.09
C -0.0767 4.8166 -0.8491 0.049 0.038 -0.001 -0.38
C 0.3560 6.0400 -0.3272 0.003 -0.048 0.022 -0.10
C -0.1232 7.2279 -0.8485 -0.036 0.001 -0.042 -0.06
C -1.0359 7.2073 -1.8979 0.031 0.035 0.038 -0.06
C -1.4799 5.9996 -2.4082 -0.003 -0.054 0.016 -0.06
C -1.0107 4.8053 -1.8779 -0.106 0.077 0.046 -0.19
H 4.7174 -0.0491 0.3490 0.023 -0.003 -0.007 0.10
H 5.7566 -0.9447 2.3998 0.020 0.011 0.002 0.11
H 4.2945 -1.5440 4.3187 -0.001 -0.018 0.010 0.12
H 1.9055 -1.2263 4.1903 0.036 0.008 -0.018 0.09
H -0.8895 1.3167 4.9579 -0.011 0.025 -0.011 0.10
H -1.8946 0.2852 6.9651 -0.007 0.010 0.006 0.11
H -1.9349 -2.1734 7.2035 -0.004 -0.007 0.020 0.11
H -0.9492 -3.5996 5.4387 0.003 -0.016 -0.001 0.11
H 0.0548 -2.5747 3.4399 -0.008 -0.013 -0.006 0.12
H -1.8448 -2.0827 2.3015 -0.025 0.044 0.084 0.05
H -4.2828 -1.8153 2.5288 -0.011 -0.016 0.006 0.12
H -5.3207 0.3207 2.1295 -0.029 -0.009 -0.044 0.12
H -3.7790 2.1536 2.1280 0.133 -0.055 0.097 0.13
H -1.4381 2.0186 1.6889 0.070 0.095 0.081 0.05
H 4.7452 0.9022 -1.6264 0.008 -0.009 -0.035 0.11
H 5.8062 2.9352 -2.5798 0.018 0.002 -0.002 0.12
H 4.5904 5.0878 -2.5205 0.001 0.011 -0.001 0.12
H 2.3606 5.2220 -1.5243 0.001 0.005 -0.011 0.10
H -1.0712 4.4550 1.7931 0.002 -0.013 -0.002 0.08
H -0.7986 4.8218 4.2078 -0.018 0.009 0.005 0.11
H 1.3172 4.1966 5.3281 -0.001 -0.006 0.024 0.11
H 3.1805 3.2516 4.0101 0.024 -0.004 0.012 0.11
H 2.9286 2.8865 1.5979 0.014 -0.005 -0.004 0.10
H 1.0655 6.0615 0.4907 0.005 0.002 0.005 0.12
H 0.2139 8.1697 -0.4385 0.008 0.021 0.010 0.11
H -1.4087 8.1371 -2.3052 -0.002 0.022 -0.014 0.11
H -2.2055 5.9792 -3.2100 -0.027 0.000 -0.003 0.12
H -1.4127 3.8739 -2.2473 -0.054 -0.009 0.072 0.00
Br 0.0535 2.5756 -4.0431 0.099 -0.116 -0.088 0.91
C 0.4683 0.7391 -3.9746 -0.086 -0.075 -0.073 -0.68
C 1.0995 0.1245 -5.0327 -0.014 0.006 0.033 -0.07
C 1.3819 -1.2308 -4.9133 -0.001 -0.039 -0.025 0.00
C 1.0669 -1.8964 -3.7455 -0.072 -0.064 -0.033 0.04
C 0.4679 -1.1866 -2.7232 -0.083 0.028 -0.034 -0.18
N 0.1308 0.1009 -2.8551 0.256 0.363 -0.147 0.00
C 0.2804 -1.7996 -1.3501 0.068 0.053 -0.207 -0.65
O 0.4767 -2.9755 -1.2017 0.061 -0.194 0.125 0.11
O -0.0173 -0.9307 -0.4227 -0.692 -0.162 0.004 -0.27
H 1.3649 0.6881 -5.9136 -0.022 0.012 -0.018 0.11
H 1.8664 -1.7497 -5.7294 0.015 -0.008 0.003 0.13
H 1.2984 -2.9374 -3.5771 0.015 0.001 0.004 0.14
S -3.0643 1.4315 -1.4934 -0.022 -0.153 0.094 0.59
C -3.8946 2.0559 0.0793 -0.065 0.162 -0.137 -0.95
N -5.3125 1.9982 -0.0998 -0.067 0.057 0.186 -0.09
C -5.8191 3.1172 -0.8767 -0.039 -0.051 -0.034 -0.27
C -5.2533 4.3424 -0.1797 0.048 0.017 -0.012 -0.41
S -3.5505 3.8617 0.2468 0.026 0.080 -0.067 0.91
H -5.6323 1.0847 -0.3929 0.003 -0.027 -0.074 0.11
H -6.9083 3.1147 -0.8388 0.001 0.000 -0.033 0.13
H -5.5004 3.0899 -1.9255 0.020 0.011 -0.001 0.11
H -5.8119 4.5743 0.7246 0.015 -0.002 0.003 0.08
H -5.2190 5.2143 -0.8292 -0.019 0.003 0.003 0.08
C -7.5951 -5.7319 1.2187 0.026 -0.002 0.016 -0.04
C -6.3776 -4.8950 0.9368 -0.041 -0.014 0.003 -0.26
C -5.2017 -5.0699 1.6465 0.026 0.032 0.079 -0.01
C -4.0607 -4.3105 1.3943 0.006 -0.116 -0.121 -0.28
C -2.8045 -4.6255 2.1591 0.030 0.045 -0.038 -0.05
C -4.1255 -3.3221 0.4087 -0.170 0.066 -0.205 -0.42
Se -2.6106 -2.2540 -0.0785 0.598 -0.169 -0.033 1.19
C -5.2952 -3.1405 -0.3473 -0.008 -0.088 0.075 -0.28
C -5.3846 -2.1344 -1.4640 -0.024 0.015 0.001 -0.08
C -6.3975 -3.9352 -0.0679 -0.021 0.041 -0.039 -0.01
H -7.4265 -6.4044 2.0583 -0.001 -0.001 0.000 0.08
H -7.8623 -6.3361 0.3507 0.003 -0.006 -0.013 0.08
H -8.4553 -5.1041 1.4542 -0.003 0.011 0.003 0.08
H -5.1568 -5.8333 2.4151 0.004 -0.016 0.005 0.12
H -2.8721 -5.6216 2.5929 0.010 -0.019 -0.004 0.08
H -2.6398 -3.9296 2.9856 -0.001 0.055 0.016 0.07
H -1.9320 -4.5874 1.5031 -0.002 0.045 0.039 0.08
H -4.6051 -2.2868 -2.2117 -0.002 0.014 0.011 0.07
H -5.2616 -1.1152 -1.0904 0.056 -0.009 0.006 0.05
H -6.3478 -2.2137 -1.9656 -0.032 0.019 0.018 0.08
H -7.2993 -3.8034 -0.6555 -0.021 0.006 -0.005 0.12
```
Positions in Å, forces in eV/Å.

Summary:
Gap between HOMO and LUMO ... 6.91 eV
Energy above the lowest of the compared OMol25 structures with the same formula, charge and spin ... 70.5 kcal/mol
Charge ... +1
Largest force on an atom ... 0.71 eV Å⁻¹
E ... -257524.2302 eV

---

ORCA calculation (wB97M-V/def2-TZVPD) on a molecular structure, C54H47GeIrNOP2S4.

Structure (XYZ):
```
111
Properties=species:S:1:pos:R:3:forces:R:3:lowdin_spin:R:1
Ir -1.1694 -0.4049 -0.3145 -0.194 -0.699 -0.122 1.36
O -2.5549 2.6353 0.7223 -0.252 0.031 0.051 0.29
S -1.5255 1.6642 1.1381 -0.011 0.427 -0.127 0.41
C -0.6934 2.4310 2.4723 0.152 -0.017 0.031 0.02
C -1.0317 3.7506 2.7150 -0.088 -0.124 -0.257 0.07
C -0.5638 4.4645 3.8264 0.154 -0.047 0.221 0.00
C 0.2330 3.8083 4.7237 -0.133 0.069 -0.101 0.06
C 0.8474 4.2605 6.0220 -0.011 0.068 0.030 0.01
C 1.4910 2.9852 6.6221 0.008 -0.012 0.032 0.00
C 1.2981 1.9273 5.5669 -0.026 -0.110 -0.136 0.01
C 1.6617 0.6104 5.5191 0.056 0.163 0.115 -0.01
C 1.3173 -0.1356 4.3831 -0.084 -0.008 -0.078 0.01
C 0.5820 0.3596 3.3182 -0.252 0.007 -0.013 -0.01
P 0.4090 -0.8064 1.8798 0.683 -0.296 0.332 0.04
C 0.0746 -2.3587 2.7900 -0.150 -0.127 -0.302 0.01
C -0.7404 -2.3789 3.9213 0.016 0.042 -0.037 0.01
C -1.0273 -3.5781 4.5492 0.000 -0.020 0.038 0.00
C -0.5071 -4.7686 4.0595 -0.010 0.022 -0.003 0.00
C 0.2852 -4.7585 2.9241 0.101 -0.068 0.068 0.00
C 0.5594 -3.5610 2.2822 0.066 0.177 0.029 0.00
C 2.2299 -0.8280 1.5987 -0.137 0.019 -0.376 0.00
C 2.7130 0.3117 0.9591 -0.036 -0.055 0.050 0.00
C 4.0739 0.5292 0.8362 0.052 0.036 0.127 0.00
C 4.9700 -0.4099 1.3229 0.029 0.015 0.041 0.00
C 4.4969 -1.5550 1.9433 0.034 -0.018 0.015 0.00
C 3.1337 -1.7617 2.0938 -0.046 -0.023 -0.029 0.00
C 0.1527 1.7124 3.3669 0.068 0.023 0.267 0.02
C 0.5626 2.4568 4.4945 -0.038 -0.042 -0.099 0.00
C -2.2881 1.9349 -2.0010 -0.127 0.533 -0.105 0.00
C -3.3906 2.7630 -1.8369 0.166 -0.201 -0.086 0.01
C -3.3685 4.1504 -2.0387 0.078 0.176 -0.176 0.00
C -2.2143 4.7181 -2.4994 -0.064 -0.130 -0.010 0.01
C -1.8400 6.1446 -2.8110 -0.094 0.045 0.005 0.00
C -0.4618 6.0430 -3.5143 0.011 0.039 -0.044 0.00
C -0.0547 4.6011 -3.3488 0.116 -0.144 -0.033 0.02
C 1.0752 3.9252 -3.7109 -0.064 0.301 -0.004 0.00
C 1.1702 2.5569 -3.3952 -0.211 -0.271 0.088 0.02
C 0.1667 1.8518 -2.7548 0.316 0.103 0.006 0.01
P 0.3721 0.1313 -2.2247 -0.146 0.018 -0.059 0.15
C 2.0946 -0.2923 -2.6603 0.027 -0.057 0.193 0.05
C 3.1543 0.4807 -2.1801 -0.035 -0.071 -0.124 0.02
C 4.4644 0.1142 -2.4318 0.032 -0.001 -0.078 0.00
C 4.7393 -1.0491 -3.1381 0.005 0.015 0.033 0.02
C 3.6952 -1.8443 -3.5844 0.063 -0.074 -0.044 0.00
C 2.3818 -1.4706 -3.3480 -0.122 0.114 -0.012 0.02
C -0.6452 -0.7355 -3.4418 0.127 0.076 -0.179 0.24
C -1.2899 -2.0201 -3.0222 0.006 0.031 0.119 0.07
C -2.4609 -2.3619 -3.8891 -0.016 -0.115 -0.047 0.22
C -2.6957 -1.7570 -5.0757 -0.044 -0.086 -0.033 0.02
C -1.8636 -0.7081 -5.5325 -0.032 -0.018 -0.055 0.29
C -0.8897 -0.1876 -4.6753 0.185 -0.005 0.184 0.01
C -1.0732 2.5067 -2.4746 -0.073 0.161 0.059 0.00
C -1.1124 3.8843 -2.7598 0.011 -0.097 0.112 0.00
H -1.7116 4.2231 2.0194 0.015 0.019 0.003 0.00
H -0.8650 5.4937 3.9704 0.012 0.017 -0.013 0.00
H 0.0965 4.6873 6.6881 0.015 0.029 -0.011 0.00
H 1.5930 5.0369 5.8392 -0.008 -0.002 0.022 0.00
H 0.9856 2.6864 7.5425 0.063 0.016 0.025 0.00
H 2.5455 3.1321 6.8579 -0.014 -0.032 0.035 0.00
H 2.2039 0.1388 6.3286 0.037 -0.024 -0.021 0.00
H 1.6456 -1.1655 4.3604 0.010 -0.017 -0.059 0.00
H -1.1565 -1.4579 4.3045 -0.028 -0.024 0.013 0.00
H -1.6647 -3.5853 5.4229 -0.030 0.020 -0.008 0.00
H -0.7400 -5.7020 4.5541 0.017 -0.023 0.006 0.00
H 0.6773 -5.6872 2.5297 0.008 0.004 -0.046 0.00
H 1.1428 -3.5531 1.3722 0.027 -0.068 0.111 0.00
H 2.0034 1.0399 0.5761 0.031 0.039 -0.024 0.00
H 4.4425 1.4339 0.3710 -0.029 0.008 -0.047 0.00
H 6.0355 -0.2482 1.2268 0.013 0.010 -0.017 0.00
H 5.1927 -2.2871 2.3320 0.007 -0.019 -0.009 0.00
H 2.7861 -2.6448 2.6110 0.019 0.010 0.011 0.00
H -4.3103 2.3287 -1.4694 0.059 -0.058 0.118 0.00
H -4.2524 4.7366 -1.8218 -0.013 0.009 -0.021 0.00
H -1.7651 6.7146 -1.8817 0.001 0.026 -0.034 0.00
H -2.5897 6.6373 -3.4306 0.017 0.024 0.003 0.00
H 0.2716 6.7236 -3.0805 0.005 0.010 -0.048 0.00
H -0.5462 6.2833 -4.5765 0.019 0.057 0.021 0.00
H 1.8937 4.4166 -4.2218 0.033 -0.001 0.009 0.00
H 2.0695 2.0347 -3.6865 0.042 0.016 0.031 0.00
H 2.9420 1.3877 -1.6295 0.039 0.001 0.010 0.00
H 5.2783 0.7358 -2.0798 -0.007 0.002 0.023 0.00
H 5.7642 -1.3341 -3.3356 0.006 -0.013 0.000 0.00
H 3.9069 -2.7557 -4.1287 -0.023 -0.011 -0.003 0.00
H 1.5667 -2.0805 -3.7165 0.035 -0.041 -0.036 0.00
H -0.5332 -2.8105 -3.2218 0.011 0.033 -0.085 0.04
H -3.1052 -3.1578 -3.5374 -0.046 0.001 -0.018 0.01
H -3.5385 -2.0585 -5.6851 -0.022 -0.048 0.036 -0.01
H -2.0293 -0.2648 -6.5043 -0.006 0.041 0.006 0.02
H -0.3513 0.7055 -4.9707 -0.036 0.036 -0.021 0.00
S -5.1334 -2.3051 2.7475 -0.330 0.076 -0.487 0.34
C -4.3641 -1.4796 1.5131 0.378 -0.112 0.460 0.04
S -2.7840 -0.8763 1.8077 -0.300 -0.122 -0.165 0.22
S -5.2512 -1.3172 0.0842 -0.031 -0.245 0.404 0.60
N -3.5686 -0.0781 -1.8946 0.056 -0.738 0.182 0.08
C -2.4905 0.5156 -1.6144 -0.417 0.238 -0.365 0.03
H -4.2656 0.4164 -2.4492 0.334 0.366 -0.086 0.00
C 0.8835 -4.0808 -0.9774 -0.298 0.053 0.057 0.00
Ge -1.1013 -3.9430 -0.8999 -0.213 -0.127 0.151 0.02
C -1.7312 -5.2987 -2.2136 0.074 0.291 0.111 0.01
C -2.0656 -4.4240 0.7519 0.175 0.119 -0.204 0.00
C -1.6382 -2.1296 -1.5125 0.283 0.290 0.427 0.09
H 1.2634 -4.8595 -0.3160 0.004 -0.037 -0.005 0.00
H 1.3613 -3.1323 -0.7247 0.042 0.019 0.010 0.00
H 1.1773 -4.3426 -1.9945 -0.026 0.017 -0.046 0.00
H -1.4073 -6.2834 -1.8733 0.043 -0.008 0.030 0.00
H -1.3283 -5.1353 -3.2134 0.017 0.013 -0.023 0.00
H -2.8193 -5.3107 -2.2753 -0.028 0.029 0.020 0.00
H -1.7709 -5.4088 1.1133 0.021 -0.029 -0.040 0.00
H -3.1269 -4.4539 0.5003 -0.031 0.013 -0.066 0.00
H -1.9390 -3.7038 1.5556 -0.040 0.048 -0.010 0.00
H -2.7275 -2.1345 -1.4304 -0.051 0.025 0.207 0.02
```
Positions in Å, forces in eV/Å.

Summary:
Gap between HOMO and LUMO (spin up / spin down) ... 5.24 / 5.34 eV
Energy above the lowest of the compared OMol25 structures with the same formula, charge and spin ... 33.2 kcal/mol
Charge ... 0
Largest force on an atom ... 0.82 eV Å⁻¹
E ... -181567.2304 eV
2S+1 ... 6